{
  "formula": "C3H12N2OS",
  "method": "ωB97M-V with the def2-TZVPD basis set",
  "smiles": "NC[C@H](N)CS.O",
  "multiplicity": 1,
  "total_charge": 0,
  "e_lumo_ev": 0.7,
  "relative_energy_kj_mol": 194.0,
  "energy_ev": -19166.730,
  "elements": ["N", "C", "C", "N", "C", "S", "H", "H", "H", "H", "H", "H", "H", "H", "H", "H", "O", "H", "H"],
  "coordinates": [[-0.714339, 1.920726, 0.054761], [-0.471608, 0.526278, -0.110187], [0.763410, -0.087062, 0.501398], [1.905332, 0.444287, -0.194413], [0.746053, -1.602792, 0.285105], [1.675179, -2.788330, 1.488513], [0.184076, 2.420696, -0.080197], [-0.774305, 2.130964, 1.127415], [-0.565549, 0.077761, -1.205440], [-1.254179, 0.111101, 0.549811], [0.676191, 0.279824, 1.493418], [2.249099, 0.030704, -1.074373], [2.534660, 1.203595, 0.330160], [1.067674, -1.802141, -0.647574], [-0.257479, -1.953409, 0.428283], [0.861741, -2.628718, 2.568440], [-2.944441, 0.871772, -2.088283], [-3.461156, 0.132782, -1.975103], [-2.220368, 0.711957, -1.451727]],
  "forces_ev_per_a": [[1.79, 2.20, 2.35], [-1.87, -2.70, -0.45], [1.01, -0.17, -2.10], [2.99, 2.99, 1.55], [-1.15, 0.10, 5.00], [-0.44, 1.24, -0.61], [-0.54, -0.20, -0.80], [-0.48, -0.79, -2.34], [0.04, 1.34, 1.93], [-0.41, -0.55, -0.87], [0.80, -0.20, 1.35], [-0.29, 0.49, 1.23], [-1.86, -2.79, -2.06], [1.17, -0.94, -3.10], [-0.63, -0.22, -0.37], [0.21, 0.06, -0.57], [2.35, 2.18, 0.18], [-2.15, -2.65, 0.18], [-0.52, 0.60, -0.50]],
  "lowdin_charge": [-0.007, -0.358, -0.495, 0.002, -0.448, 0.637, 0.068, 0.123, 0.157, 0.119, 0.125, 0.088, 0.143, 0.023, 0.052, -0.159, -0.035, -0.018, -0.019]
}